1.
DFT (ωB97M-V with the def2-TZVPD basis set) results for one molecule with the formula C4H5NO.

As for the SMILES: C=C=C(C)N=O. The calculation puts the relative energy (zero: lowest compared OMol25 entry of this formula, charge and spin) at 393.2 kJ/mol. For the total energy, the calculation gives -7762.451 eV. The value obtained for the HOMO-LUMO gap is 8.64 eV. As for the HOMO energy: -9.1 eV. For the LUMO energy, the calculation gives -0.4 eV. Its total charge is 0.

Last column: Löwdin charge in e.
Atoms and positions in Å:
C  1.85601  1.04616  -0.39401  0.044
C  0.72972  0.44759  -0.13690  -0.036
C  -0.28859  -0.34697  0.10138  -0.305
C  -1.74700  -0.01235  0.24102  -0.058
N  -0.00981  -1.78736  0.22624  -0.008
O  1.14811  -2.10408  0.14892  -0.007
H  2.49874  1.41595  0.40096  0.071
H  2.19215  1.17481  -1.42021  0.071
H  -2.27985  -0.93050  0.50806  0.072
H  -1.93032  0.73253  1.02064  0.078
H  -2.16916  0.36422  -0.69611  0.078

2.
DFT (ωB97M-V with the def2-TZVPD basis set) results for one molecule with the formula C4H5NO.

As for the SMILES: C=C/C=C1/NO1. The calculation puts the relative energy (zero: lowest compared OMol25 entry of this formula, charge and spin) at 386.0 kJ/mol. For the total energy, the calculation gives -7762.525 eV. The value obtained for the HOMO-LUMO gap is 9.65 eV. As for the HOMO energy: -8.7 eV. For the LUMO energy, the calculation gives 1.0 eV. Its total charge is 0.

Last column: Löwdin charge in e.
Atoms and positions in Å:
C  -1.73245  -0.63074  0.23421  0.009
C  -1.22197  0.51947  -0.21009  -0.180
C  0.19674  0.89934  -0.18432  -0.057
C  1.17014  0.06052  0.12201  -0.394
N  2.52332  -0.17632  0.34389  0.153
O  1.41726  -1.20308  0.47038  0.045
H  -2.79685  -0.83168  0.16217  0.053
H  -1.11487  -1.40292  0.68776  0.057
H  -1.88876  1.26422  -0.64014  0.093
H  0.48549  1.91506  -0.43374  0.107
H  2.96195  -0.41389  -0.55214  0.113

3.
DFT (ωB97M-V with the def2-TZVPD basis set) results for one molecule with the formula C4H5NO at a distorted geometry.

As for the SMILES: O=C1C=CCN1. The calculation puts the relative energy (zero: lowest compared OMol25 entry of this formula, charge and spin) at 2.6 kJ/mol. For the total energy, the calculation gives -7766.499 eV. The value obtained for the HOMO-LUMO gap is 10.61 eV. As for the HOMO energy: -9.7 eV. For the LUMO energy, the calculation gives 0.9 eV. Its total charge is 0.

Last column: Löwdin charge in e.
Atoms and positions in Å:
O  -2.08499  0.01280  0.02374  0.035
C  -0.85930  0.03616  -0.01348  -0.490
C  0.07963  1.21119  -0.02275  0.004
C  1.34299  0.79261  0.00467  -0.055
C  1.37507  -0.72202  0.01910  -0.184
N  -0.03446  -1.05815  -0.06274  0.047
H  -0.27887  2.25252  0.03577  0.120
H  2.25609  1.37821  0.01283  0.107
H  1.81163  -1.07441  0.97305  0.126
H  1.93444  -1.16824  -0.82660  0.125
H  -0.43254  -1.99110  0.12900  0.164

4.
DFT (ωB97M-V with the def2-TZVPD basis set) results for one molecule with the formula C4H5NO at a distorted geometry.

The calculation puts the relative energy (zero: lowest compared OMol25 entry of this formula, charge and spin) at 368.6 kJ/mol. For the total energy, the calculation gives -7762.706 eV. The value obtained for the HOMO-LUMO gap (alpha / beta) is 8.58 / 7.53 eV. As for the HOMO energy (alpha / beta): -8.4 / -8.2 eV. For the LUMO energy (alpha / beta), the calculation gives 0.2 / -0.6 eV. Its total charge is 0.

Last column: Löwdin charge in e.
Atoms and positions in Å:
C  -1.56488  -0.41060  -0.24474  -0.021
C  -0.17184  0.10377  -0.31672  -0.323
C  1.80862  -0.51583  0.47299  -0.003
O  0.84197  -0.79592  -0.36348  -0.047
C  0.16620  1.46254  -0.20054  -0.213
N  0.35067  2.61559  -0.22498  0.156
H  -2.26478  0.33735  -0.63515  0.091
H  -1.63730  -1.33326  -0.83062  0.091
H  -1.86470  -0.63865  0.79340  0.094
H  2.80493  -0.78236  0.13859  0.084
H  1.53111  -0.04261  1.41124  0.091

5.
DFT (ωB97M-V with the def2-TZVPD basis set) results for one molecule with the formula C4H5NO at a distorted geometry.

As for the SMILES: C#C/C(C)=N/O. The calculation puts the relative energy (zero: lowest compared OMol25 entry of this formula, charge and spin) at 574.3 kJ/mol. For the total energy, the calculation gives -7760.574 eV. The value obtained for the HOMO-LUMO gap is 9.14 eV. As for the HOMO energy: -9.0 eV. For the LUMO energy, the calculation gives 0.2 eV. Its total charge is 0.

Last column: Löwdin charge in e.
Atoms and positions in Å:
C  -0.41562  -0.81976  -2.01185  0.135
C  -0.80722  0.00990  -1.21662  -0.062
C  -0.30429  0.61357  -0.00703  -0.384
C  -0.58281  -0.01422  1.33067  -0.031
N  0.73859  1.29561  -0.37310  0.023
O  1.85050  0.71013  0.29884  -0.076
H  -0.06472  -1.54809  -2.70550  0.038
H  -1.58150  0.30136  1.65938  0.088
H  -0.58897  -1.10737  1.27202  0.088
H  0.15403  0.31571  2.06462  0.079
H  1.84904  -0.09867  -0.26175  0.101

6.
DFT (ωB97M-V with the def2-TZVPD basis set) results for one molecule with the formula C4H5NO at a distorted geometry.

The calculation puts the relative energy (zero: lowest compared OMol25 entry of this formula, charge and spin) at 706.9 kJ/mol. For the total energy, the calculation gives -7759.200 eV. The value obtained for the HOMO-LUMO gap (alpha / beta) is 9.32 / 7.97 eV. As for the HOMO energy (alpha / beta): -9.2 / -8.5 eV. For the LUMO energy (alpha / beta), the calculation gives 0.1 / -0.5 eV. Its total charge is 0.

Last column: Löwdin charge in e.
Atoms and positions in Å:
C  -0.36170  -0.52789  -0.04232  -0.133
C  -0.47401  1.06160  -0.14554  -0.190
C  1.08872  -1.04554  0.05330  -0.138
C  0.20798  2.13138  0.22748  0.133
N  2.01340  -0.21636  0.15470  -0.066
O  3.15729  0.23675  -0.17428  0.007
H  -0.88301  -0.73160  0.86674  0.091
H  -0.69023  -1.03064  -0.94154  0.097
H  -1.47358  1.35534  -0.24430  0.054
H  1.11378  -1.94071  -0.61709  0.131
H  1.14736  2.60253  0.21217  0.014

7.
DFT (ωB97M-V with the def2-TZVPD basis set) results for one molecule with the formula C4H5NO.

The calculation puts the relative energy (zero: lowest compared OMol25 entry of this formula, charge and spin) at 560.4 kJ/mol. For the total energy, the calculation gives -7760.719 eV. The value obtained for the HOMO-LUMO gap is 8.43 eV. As for the HOMO energy: -8.4 eV. For the LUMO energy, the calculation gives 0.1 eV. Its total charge is 0.

Last column: Löwdin charge in e.
Atoms and positions in Å:
O  1.25146  -0.28889  1.29985  0.065
C  0.45609  0.29419  0.35154  -0.507
C  -0.20575  -0.56210  -0.87092  -0.026
C  0.93139  0.38980  -1.06671  -0.123
C  -0.82123  0.59335  0.74300  -0.077
N  -1.91991  0.27796  1.17427  0.171
H  0.72249  -0.96345  1.75434  0.124
H  -2.07499  -0.62926  0.67943  0.102
H  -1.11946  -0.06193  -1.22453  0.056
H  1.91193  -0.07902  -1.13685  0.109
H  0.84626  1.33384  -1.60412  0.106

8.
DFT (ωB97M-V with the def2-TZVPD basis set) results for one molecule with the formula C4H5NO.

As for the SMILES: O=CC[C@H]1C=N1. The calculation puts the relative energy (zero: lowest compared OMol25 entry of this formula, charge and spin) at 237.0 kJ/mol. For the total energy, the calculation gives -7764.070 eV. The value obtained for the HOMO-LUMO gap is 11.02 eV. As for the HOMO energy: -10.0 eV. For the LUMO energy, the calculation gives 1.0 eV. Its total charge is 0.

Last column: Löwdin charge in e.
Atoms and positions in Å:
O  0.56492  -1.17621  -1.56897  0.047
C  -0.49888  -0.63439  -1.38571  -0.257
C  -0.86641  0.10851  -0.11865  -0.141
C  0.17994  -0.05822  0.95643  -0.299
C  1.47267  0.57368  0.82896  -0.104
N  0.73634  1.17458  1.64772  0.148
H  -1.28038  -0.64925  -2.17471  0.119
H  -0.97866  1.17194  -0.37717  0.127
H  -1.85984  -0.22779  0.20814  0.118
H  0.06589  -0.94297  1.58461  0.124
H  2.46442  0.66013  0.39938  0.118

9.
DFT (ωB97M-V with the def2-TZVPD basis set) results for a 3-piece molecular cluster, C4H5NO overall at a distorted geometry.

The calculation puts the relative energy (zero: lowest compared OMol25 entry of this formula, charge and spin) at 215.4 kJ/mol. For the total energy, the calculation gives -7764.294 eV. The value obtained for the HOMO-LUMO gap is 11.02 eV. As for the HOMO energy: -10.7 eV. For the LUMO energy, the calculation gives 0.3 eV. Its total charge is 0.

Last column: Löwdin charge in e.
Atoms and positions in Å:
C  -1.43879  0.21989  1.98858  0.041
C  -0.42759  0.10554  1.12927  -0.171
C  2.73489  -0.26677  -1.13348  0.000
O  2.31024  -0.93238  -0.31459  -0.012
C  -0.39940  0.80713  -0.12570  -0.248
N  -0.34881  1.35764  -1.14402  0.148
H  -2.29668  0.85275  1.78287  0.075
H  0.45665  -0.96378  -3.40922  0.026
H  -1.42783  -0.32536  2.92698  0.067
H  0.43114  -0.52944  1.32924  0.085
H  0.40619  -0.32522  -3.02992  -0.011

10.
DFT (ωB97M-V with the def2-TZVPD basis set) results for a 2-piece molecular cluster, C4H5NO overall at a distorted geometry.

As for the SMILES: C=C1CO1.C#N. The calculation puts the relative energy (zero: lowest compared OMol25 entry of this formula, charge and spin) at 369.6 kJ/mol. For the total energy, the calculation gives -7762.696 eV. The value obtained for the HOMO-LUMO gap is 10.39 eV. As for the HOMO energy: -9.6 eV. For the LUMO energy, the calculation gives 0.8 eV. Its total charge is 0.

Last column: Löwdin charge in e.
Atoms and positions in Å:
C  0.01632  -1.47622  -0.22351  0.020
C  -0.85308  -0.45762  -0.25041  -0.353
C  -1.34944  0.90750  -0.10840  -0.051
O  -1.59661  0.06115  -1.26021  0.022
H  0.59332  -1.97346  0.58810  0.078
H  0.28755  -1.75316  -1.23605  0.075
H  -2.19488  1.17231  0.53084  0.111
H  -0.66896  1.73628  -0.36853  0.121
C  2.06880  0.66236  0.79038  -0.088
N  2.99857  1.18497  0.33480  0.055
H  1.18330  0.05564  0.94099  0.012